Density functional theory data (ωB97M-V/def2-TZVPD) for a gas-phase ion, C5H9N2O (charge +1).

Calculated values
E_LUMO, eV: -5.43
Relative energy (zero: lowest compared OMol25 entry of this formula, charge and spin), kcal per mole: 66.2
Net charge: +1

Structure (XYZ):
```
17
Properties=species:S:1:pos:R:3:forces:R:3
C -1.41420 -0.25610 -1.81644 -1.839 0.796 3.631
C -0.68898 0.06607 -0.49315 -1.708 -2.656 0.790
N -0.95865 -0.75257 0.60232 0.191 2.207 -1.562
C 0.16786 1.10906 -0.50808 2.245 2.684 -1.891
C 1.21971 1.46222 0.40735 -1.822 1.309 -0.359
N 1.29636 0.80387 1.54883 0.127 2.855 -0.784
C 1.17256 -0.39847 1.80906 1.989 -2.121 1.297
O 1.60905 -1.38478 1.07065 0.532 0.533 -2.720
H -2.14013 0.54389 -2.08516 0.078 -0.465 0.812
H -1.92201 -1.17773 -1.60576 -0.468 -0.483 -0.719
H -0.83086 -0.24298 -2.64559 2.311 -0.570 -2.202
H -0.75006 -0.43586 1.55387 -0.652 -0.344 -0.978
H -1.31206 -1.67735 0.47792 -0.565 -0.245 -0.060
H 0.08589 1.60037 -1.54779 0.660 -0.139 2.119
H 1.79182 2.45673 0.32114 -0.599 -1.938 -0.176
H 0.86857 -0.69665 2.80308 -0.178 -0.279 0.178
H 1.80514 -1.01970 0.10775 -0.300 -1.145 2.622
```
Forces are in eV/Å.

Results of the Mulliken charge analysis, in e, for atoms 1 through 2: number 1, C, carries -1.42; number 2, C, carries 0.98

Density functional theory data (ωB97M-V/def2-TZVPD) for a gas-phase ion, C5H9N2O (charge +1).

Calculated values
E_LUMO, eV: -2.97
Relative energy (zero: lowest compared OMol25 entry of this formula, charge and spin), kcal per mole: 68.2
Net charge: +1

Structure (XYZ):
```
17
Properties=species:S:1:pos:R:3:forces:R:3
C -0.46710 -1.00127 0.97820 -1.130 0.252 -1.134
N -0.03008 0.08444 0.09999 0.995 -1.603 -0.203
C 0.85897 -0.38008 -1.05169 -4.887 1.923 -1.793
C -0.93446 1.23851 -0.10129 1.134 -0.436 -5.701
C 0.20631 1.40399 0.72577 2.357 1.032 1.254
N -0.09463 1.38193 2.06404 0.168 -0.230 1.057
C -0.00880 1.99851 3.09751 -0.225 -0.025 -1.157
O -0.05949 2.53880 4.10124 0.212 0.449 1.164
H 0.25379 -1.29813 1.62161 2.830 -0.537 1.913
H -1.26932 -0.73434 1.59324 -1.314 0.769 0.616
H -0.74564 -1.89116 0.48161 -0.374 -0.609 -1.338
H 1.53023 -1.07136 -0.74371 1.872 -2.245 1.178
H 0.06245 -0.81805 -1.81860 2.126 0.854 1.377
H 1.37169 0.48990 -1.43769 -0.039 0.122 -0.331
H -1.80150 1.05737 0.37273 -3.057 -0.101 1.484
H -0.99966 1.42224 -1.22666 0.115 0.529 1.870
H 1.17219 1.87090 0.46141 -0.782 -0.144 -0.255
```
Forces are in eV/Å.

Results of the Mulliken charge analysis, in e, for atoms 1 through 2: number 1, C, carries -1.11; number 2, N, carries 0.27

Density functional theory data (ωB97M-V/def2-TZVPD) for a molecular structure, C5H9N2O.

Calculated values
E_LUMO (alpha / beta), eV: -2.85 / -6.82
Spin multiplicity: 3
Relative energy (zero: lowest compared OMol25 entry of this formula, charge and spin), kcal per mole: 24.7
Net charge: +1

Structure (XYZ):
```
17
Properties=species:S:1:pos:R:3:forces:R:3
C -1.47176 0.18427 0.03538 1.011 -1.206 0.306
C 2.17350 -0.02206 -0.07020 0.097 0.587 -0.320
C 0.96146 0.43181 0.72498 -1.363 -2.303 -0.861
C 1.10564 0.77966 -0.67249 3.234 1.501 -1.581
C -0.17712 -0.39770 0.17217 -1.820 -1.047 3.325
N -1.71633 1.47939 0.08579 -0.207 0.773 -0.097
N -0.11183 -1.77842 0.04312 0.263 0.839 -0.307
O -2.51267 -0.58932 -0.15328 -0.930 -0.497 -0.398
H 3.11314 0.48160 0.11445 0.012 0.109 0.191
H 2.29728 -1.06678 -0.32606 0.000 0.014 -0.014
H 0.94600 0.98273 1.64740 -0.196 0.489 0.025
H 0.86024 1.48091 -1.43036 0.049 0.460 -0.329
H -0.98632 2.15819 0.22633 -0.084 -0.059 -0.024
H -2.67203 1.79532 -0.01128 0.145 0.028 0.064
H 0.60827 -2.22547 0.59410 0.175 0.096 -0.068
H -0.14041 -2.16115 -0.89534 -0.398 -0.123 -0.030
H -2.27704 -1.53296 -0.08472 0.014 0.339 0.118
```
Forces are in eV/Å.

Results of the Mulliken charge analysis, in e, for atoms 1 through 2: number 1, C, carries 0.12; number 2, C, carries -0.60

Density functional theory data (ωB97M-V/def2-TZVPD) for 2 unconnected molecules or ions with the total composition C5H9N2O2.

Calculated values
E_LUMO, eV: -2.81
Relative energy (zero: lowest compared OMol25 entry of this formula, charge and spin), kcal per mole: 0.3
Net charge: +1

Structure (XYZ):
```
18
Properties=species:S:1:pos:R:3:forces:R:3
O -0.68445 -1.21701 0.98489 0.296 0.169 0.135
O -2.08702 -2.83274 1.69783 1.505 1.167 0.206
C -1.64468 -1.92727 0.78592 -1.099 -1.058 0.208
C -2.49422 -1.94520 -0.44956 -0.029 0.307 -0.572
H -1.46847 -2.74856 2.47393 -0.803 -0.260 -0.738
H -2.12256 -1.20576 -1.17873 -0.140 -0.342 0.386
H -3.53997 -1.69851 -0.20023 0.435 -0.222 -0.015
H -2.47029 -2.94364 -0.91770 -0.067 0.361 0.322
C 1.79990 2.82304 -0.37043 -0.507 0.271 0.248
C 0.70407 2.18374 0.14563 0.336 0.390 -0.159
C 2.12924 0.63204 -0.56782 -0.440 0.311 0.219
N 2.65541 1.83854 -0.79964 1.084 -0.186 -0.527
N 0.94081 0.83824 0.00781 0.270 -0.499 -0.168
H 2.03138 3.88414 -0.46302 -0.101 -0.541 0.041
H -0.20918 2.57709 0.59214 0.466 -0.210 -0.219
H 2.58109 -0.33175 -0.80239 -0.220 0.456 0.122
H 3.57948 1.99354 -1.24164 -1.012 -0.143 0.489
H 0.29948 0.08006 0.30301 0.025 0.028 0.023
```
Forces are in eV/Å.

Results of the Mulliken charge analysis, in e, for atoms 1 through 2: number 1, O, carries -0.69; number 2, O, carries -0.45

Density functional theory data (ωB97M-V/def2-TZVPD) for a gas-phase ion, C5H9N2O3S (charge -1).

Calculated values
E_LUMO (alpha / beta), eV: 3.63 / 2.78
Spin multiplicity: 3
Net charge: -1

Structure (XYZ):
```
20
Properties=species:S:1:pos:R:3:forces:R:3
C -1.67485 -0.29203 -0.89091 0.600 -0.230 -0.242
C -1.13939 -1.29092 0.20817 -2.318 -2.380 1.795
C -0.13699 1.73194 -0.22782 -0.213 0.056 0.404
C -0.17341 0.27555 -0.82384 -3.181 3.672 -0.554
C 0.16615 -0.66351 0.20873 2.049 -2.445 -1.381
N 0.97030 1.75852 0.73138 -3.483 -0.486 3.258
N 0.62196 0.96894 1.86987 1.598 2.259 0.174
O 1.48707 -2.32817 -1.10637 0.383 0.544 0.697
O 2.57729 -0.21776 -0.46301 -0.155 -0.448 0.261
O 2.23786 -1.98946 1.21999 -0.076 0.053 -0.134
S 1.77602 -1.37328 -0.00875 -0.274 -0.634 -0.607
H -2.05527 -0.59101 -1.92487 0.723 -0.211 1.532
H -2.44702 0.34183 -0.43759 0.280 0.225 -0.296
H -1.60818 -1.11789 1.25027 0.058 -0.069 -1.303
H -1.25529 -2.43211 0.10016 0.480 1.597 -0.236
H -0.07582 2.59325 -0.90572 0.154 -0.431 -0.316
H -1.01834 1.93499 0.42459 0.225 -0.275 -0.706
H 0.34710 0.22744 -1.74937 0.647 -0.196 -0.725
H 1.75236 1.31446 0.36941 2.322 -0.993 -0.969
H -0.35157 1.14923 2.15569 0.181 0.392 -0.652
```
Forces are in eV/Å.

Results of the Mulliken charge analysis, in e, for atoms 1 through 2: number 1, C, carries -0.96; number 2, C, carries -0.32

Density functional theory data (ωB97M-V/def2-TZVPD) for 2 unconnected molecules or ions with the total composition C5H9N2OS.

Calculated values
E_LUMO, eV: -3.48
Relative energy (zero: lowest compared OMol25 entry of this formula, charge and spin), kcal per mole: 72.5
Net charge: +1

Structure (XYZ):
```
18
Properties=species:S:1:pos:R:3:forces:R:3
C -0.01742 -1.64130 -0.27278 -1.029 3.314 -1.566
C -0.27232 -2.64613 0.53768 1.651 -2.669 0.845
C -2.11614 -1.17723 0.45538 1.607 -0.783 -0.887
C -1.23213 0.40866 -1.14224 0.598 1.813 3.153
C 1.13849 1.75702 0.21884 -2.879 -0.784 -0.264
N -1.18557 -0.78971 -0.38454 1.531 -3.211 1.148
N 1.88716 2.50866 0.90852 1.338 5.000 1.880
O 1.74322 0.67717 -0.26735 1.372 0.469 -0.551
S -1.80770 -2.56862 1.30068 0.705 -0.590 -0.056
H 0.87591 -1.16766 -0.74658 -0.815 -1.350 0.344
H 0.44741 -3.48973 0.67872 -0.913 0.933 0.268
H -3.03342 -0.75798 0.55522 -2.474 1.645 0.037
H -0.95350 0.38618 -2.14569 0.521 -0.770 -1.608
H -2.28613 0.64146 -1.03053 0.154 1.266 -0.299
H -0.40954 1.02198 -0.50369 -2.311 0.174 -1.638
H 1.67288 3.54104 1.22983 -0.194 -3.141 -0.953
H 2.87284 2.35298 1.01377 0.894 -0.420 0.099
H 2.67596 0.94321 -0.40526 0.243 -0.898 0.049
```
Forces are in eV/Å.

Results of the Mulliken charge analysis, in e, for atoms 1 through 2: number 1, C, carries -0.37; number 2, C, carries -0.24

Density functional theory data (ωB97M-V/def2-TZVPD) for a gas-phase ion, C5H9N2S (charge +1).

Calculated values
E_LUMO (alpha / beta), eV: -4.80 / -4.17
Relative energy (zero: lowest compared OMol25 entry of this formula, charge and spin), kcal per mole: 102.5
Net charge: +1

Structure (XYZ):
```
17
Properties=species:S:1:pos:R:3:forces:R:3
C 0.19436 1.17112 -1.19444 0.218 1.728 1.498
C -0.59569 0.32271 1.62485 -0.794 -1.656 0.032
C -0.31026 1.67001 1.20735 -1.377 1.381 0.180
C 0.48691 -1.03207 -0.43917 0.159 -0.546 1.908
C 0.26939 -2.49844 -0.26467 -0.536 0.219 0.251
N 0.52588 1.86087 -0.03729 -0.990 -5.498 0.167
N 0.04288 -0.12828 -1.30078 -1.363 -1.423 -4.321
S -1.48156 -0.64294 2.48228 0.732 0.945 -0.436
H 0.05592 1.70745 -2.09213 -0.046 0.702 -0.744
H -1.33093 2.15021 0.92068 1.524 -0.587 0.922
H 0.13438 2.19156 2.11835 -0.335 -0.289 -1.447
H 1.07667 -0.50658 0.24103 1.355 0.179 1.174
H -0.69532 -2.71333 -0.69367 -0.498 -0.501 -0.071
H 0.28129 -2.89018 0.82056 0.164 1.076 -1.692
H 0.99962 -3.03387 -0.86891 0.214 -0.232 0.168
H 0.66853 2.77190 -0.19482 0.709 4.130 -0.785
H -0.32207 -0.40015 -2.32920 0.863 0.372 3.195
```
Forces are in eV/Å.

Results of the Mulliken charge analysis, in e, for atoms 1 through 2: number 1, C, carries -0.23; number 2, C, carries 0.01

Density functional theory data (ωB97M-V/def2-TZVPD) for a molecular structure, C5H9N2S2.

Calculated values
E_LUMO, eV: -4.80
Relative energy (zero: lowest compared OMol25 entry of this formula, charge and spin), kcal per mole: 102.5
Net charge: +1

Structure (XYZ):
```
18
Properties=species:S:1:pos:R:3:forces:R:3
C 2.41705 0.21281 -0.00879 -1.083 -0.592 1.006
C 1.18201 0.18343 -0.50613 -0.096 -0.766 -3.508
C -0.03998 1.16047 -0.85396 0.247 -2.903 0.636
C -0.61034 0.41116 0.27611 -0.535 -0.617 3.568
C -1.43694 -1.60133 1.38416 3.025 2.745 1.730
N 0.16185 2.48658 -0.74430 3.380 1.958 2.397
N -1.25700 -0.71823 0.19539 -1.344 -1.017 -0.148
S 3.60186 -0.24793 0.84183 0.611 0.599 -0.201
S 0.95473 -1.47157 -1.41984 -1.194 0.441 2.589
H -0.60150 0.91629 -1.77872 0.931 -0.114 0.291
H -0.41762 0.69833 1.41762 -0.327 -0.068 -2.744
H -2.02303 -2.43049 1.22339 -0.809 -2.014 -0.943
H -0.37000 -1.75979 1.73941 -1.318 -0.827 -0.447
H -1.88515 -1.12496 2.27976 -0.074 0.486 -0.918
H 0.48170 2.92065 0.15133 -0.280 -0.993 -1.074
H -0.55188 3.00167 -1.08594 -2.610 2.074 -1.498
H -1.37449 -1.21169 -0.71609 -0.047 0.951 0.882
H 1.76872 -1.42540 -2.39522 1.523 0.657 -1.619
```
Forces are in eV/Å.

Results of the Mulliken charge analysis, in e, for atoms 1 through 2: number 1, C, carries 0.18; number 2, C, carries 0.14

Among the records above, which one has the lowest net charge?
C5H9N2O3S

What is the net charge in the third record?
+1